Computed, not measured: C4H6N2O in the gas phase, with ωB97M-V/def2-TZVPD.

XYZ file:
```
13
Properties=species:S:1:pos:R:3:forces:R:3:lowdin_charge:R:1
C -2.0098 -0.1595 -0.1360 -0.09 0.06 -0.02 -0.029
C -0.5613 0.2274 -0.0911 0.10 -0.17 0.07 -0.307
C 0.4551 -0.1560 -0.9295 0.00 -0.13 0.06 0.026
C 1.6202 -0.0042 -0.1436 -0.13 0.08 0.07 -0.436
O 2.8397 -0.4793 -0.4714 0.16 0.12 0.11 0.063
N 1.3845 0.5446 1.0268 0.11 -0.04 -0.33 0.078
N 0.0299 0.6556 1.0648 -0.17 0.13 -0.09 -0.006
H -2.4556 -0.0703 0.8589 0.02 0.12 -0.18 0.077
H -2.0397 -1.2231 -0.3980 -0.14 0.21 0.02 0.084
H -2.6241 0.3797 -0.8600 0.16 0.07 0.07 0.076
H 0.3757 -0.5474 -1.9326 0.01 -0.21 0.23 0.113
H 3.3235 -0.5587 0.3630 0.11 0.13 -0.19 0.110
H -0.3382 1.3911 1.6489 -0.14 -0.36 0.18 0.151
```
Forces are in eV/Å.

Results
ΔE to the lowest compared entry with this formula, charge and spin: 115.4 kJ/mol
structure (SMILES): Cc1cc(O)n[nH]1
multiplicity: 1
total charge: 0
gap between HOMO and LUMO: 0.359 Eh
DFT total energy: -340.7509 Eh